No. 1
{
  "formula": "C23H47AlB2BrClF6K2MgNNaO11PS",
  "method": "ωB97M-V with the def2-TZVPD basis set",
  "symbols": ["C", "O", "C", "C", "C", "C", "C", "C", "C", "C", "B", "C", "O", "C", "C", "O", "P", "S", "H", "H", "H", "H", "H", "H", "H", "H", "H", "H", "H", "H", "H", "H", "H", "H", "H", "H", "H", "H", "H", "H", "H", "H", "H", "H", "K", "F", "Al", "F", "F", "F", "K", "B", "O", "C", "O", "C", "O", "O", "F", "F", "Mg", "Cl", "C", "O", "C", "C", "O", "C", "C", "O", "C", "H", "H", "H", "H", "H", "H", "H", "H", "H", "H", "H", "H", "H", "H", "C", "C", "O", "N", "C", "H", "H", "H", "H", "H", "H", "H", "Br", "Na"],
  "positions_angstrom": [[-0.21963, 3.34233, 1.15961], [-0.97636, 2.28139, 0.57082], [-0.23093, 1.08484, 0.79407], [-0.54339, 0.00575, -0.26373], [0.13164, 0.36230, -1.65590], [1.66294, 0.48694, -1.40471], [2.56440, 0.33214, -2.68290], [4.06558, 0.44922, -2.17181], [4.36203, 1.99681, -1.96624], [5.32598, 2.30240, -0.73942], [4.64433, 2.18585, 0.70977], [3.93319, 0.91080, 1.31054], [4.66120, -0.29045, 1.11447], [3.95405, -1.36801, 1.65924], [3.39748, -1.43414, 3.09638], [3.79939, -2.28922, 0.95685], [4.72583, 3.73951, 1.84492], [6.45271, 3.51962, 2.75681], [0.07102, 3.07804, 2.20093], [-0.82100, 4.27842, 1.21663], [0.68941, 3.57552, 0.51633], [-0.56324, 0.68216, 1.78612], [0.85076, 1.32940, 0.90614], [-1.64451, -0.23364, -0.40881], [-0.11379, -0.94997, 0.12509], [-0.29989, 1.28409, -2.09282], [-0.06998, -0.49518, -2.36345], [1.86549, 1.46732, -0.88143], [1.99299, -0.30125, -0.67256], [2.47331, -0.65669, -3.17984], [2.38662, 1.15112, -3.41733], [4.78688, -0.04009, -2.85107], [4.06826, -0.09225, -1.20075], [3.41317, 2.57523, -1.97920], [4.92109, 2.30758, -2.89135], [6.22000, 1.63385, -0.78459], [5.73933, 3.37302, -0.87306], [3.84119, 1.06483, 2.41985], [2.87713, 0.80655, 0.94924], [4.12025, -1.95639, 3.76128], [3.14084, -0.45410, 3.54426], [2.47150, -2.04721, 3.08743], [4.67183, 4.96654, 1.11087], [3.68680, 3.73112, 2.82911], [2.33932, 4.07113, -1.67433], [3.99050, -6.47677, -2.54299], [4.36989, -5.25795, -1.37830], [3.12242, -5.21169, -0.16117], [4.43295, -3.69733, -2.17027], [5.89632, -5.59592, -0.64069], [6.62014, 4.53433, -1.52109], [-3.56405, 4.90918, 2.56867], [-2.35120, 5.34969, 3.29830], [-2.72745, 6.23524, 4.21653], [-1.98055, 6.78609, 4.97835], [-4.21426, 6.42169, 4.13536], [-4.87196, 7.15072, 4.82279], [-4.69552, 5.64460, 3.17039], [-3.74245, 3.52146, 2.72369], [-3.44180, 5.23070, 1.19133], [0.23749, -2.47862, -0.83223], [-2.48359, -1.50696, 0.76631], [-6.66065, -2.46002, -5.77083], [-6.28529, -1.64977, -4.67455], [-6.55524, -2.24481, -3.41255], [-5.43594, -1.96446, -2.42690], [-4.22322, -2.67233, -2.68378], [-3.46878, -2.28698, -3.82601], [-2.84460, -0.90489, -3.74724], [-3.81856, 0.11089, -3.91640], [-3.59120, 1.24594, -3.11124], [-7.74752, -2.44511, -5.90317], [-6.18941, -2.05316, -6.66551], [-6.31231, -3.49040, -5.64268], [-6.69659, -3.32657, -3.50541], [-7.48454, -1.80304, -3.03365], [-5.76724, -2.31649, -1.44631], [-5.25236, -0.89606, -2.31933], [-4.05158, -2.41109, -4.73810], [-2.65337, -3.01824, -3.88333], [-2.11364, -0.79213, -4.55728], [-2.32717, -0.80038, -2.78058], [-3.36878, 0.95665, -2.07675], [-4.50450, 1.84061, -3.10263], [-2.76615, 1.86186, -3.53222], [1.05715, -4.59147, 4.55381], [0.52498, -3.35674, 5.23783], [0.46722, -2.26787, 4.67206], [0.10274, -3.47757, 6.51757], [0.08904, -4.66544, 7.35197], [1.35557, -4.34061, 3.53817], [1.93028, -4.97185, 5.08581], [0.28418, -5.35959, 4.50656], [-0.23979, -2.61336, 6.91035], [-0.93823, -4.86137, 7.66266], [0.69586, -4.47582, 8.23867], [0.47803, -5.53397, 6.82987], [-2.86939, 1.28231, -5.85635], [-2.24109, 3.42768, -5.38899]],
  "atomic_forces_ev_per_a": [[-0.928, 0.623, 0.177], [1.564, 0.265, -0.302], [-1.129, -0.863, 1.378], [0.710, 2.356, -2.430], [0.586, -0.806, 1.379], [-0.043, -0.083, -1.315], [1.264, 0.217, 0.964], [-1.413, 0.597, 0.239], [1.474, -1.046, -0.493], [-0.089, 1.208, 0.007], [-0.073, -0.206, -0.512], [0.251, 0.593, 1.532], [-0.549, 0.407, 0.335], [-0.142, 0.157, 1.590], [0.017, 0.674, 0.172], [-0.429, -1.777, -1.764], [-0.004, -0.145, 1.212], [0.016, -0.296, -0.844], [0.081, 0.241, -0.669], [0.114, -0.819, -0.121], [-0.232, -0.300, 0.501], [0.352, 0.156, -0.635], [-0.522, -0.344, -0.319], [1.562, 0.685, 0.326], [0.020, 0.745, 0.555], [0.005, -0.698, 0.173], [0.140, 0.712, 0.031], [-0.107, -0.953, -0.474], [-0.170, 0.556, -0.438], [-0.342, 0.650, 0.262], [-0.197, -0.685, 0.207], [-0.327, 0.430, 0.370], [0.520, 0.362, -0.603], [1.900, -2.099, 0.072], [-0.555, -0.053, 0.537], [-0.652, 0.237, -0.114], [-3.356, -5.507, 2.257], [-0.118, 0.106, -0.794], [0.647, 0.317, 0.122], [-0.287, 0.420, -0.574], [0.251, -0.603, -0.148], [0.601, 0.434, -0.081], [-0.495, -0.157, 0.056], [-0.018, 0.380, -0.775], [-1.871, 1.777, 0.478], [0.058, 1.009, 0.768], [0.731, -0.639, -0.095], [0.140, 0.438, -0.779], [-0.463, -0.561, 0.486], [-1.127, 0.418, -0.457], [3.638, 4.123, -2.055], [-0.552, -0.929, -0.779], [-0.106, 0.220, 0.057], [1.598, -0.140, 0.198], [-0.087, 0.031, -0.040], [-1.831, 0.130, -0.181], [0.278, 0.036, 0.070], [0.661, 0.177, 0.213], [0.252, 0.520, -0.189], [0.220, -0.162, 0.385], [-1.381, -0.214, 0.745], [-0.241, -2.337, 0.191], [-0.058, 0.239, 0.028], [0.285, -0.368, -0.037], [0.043, 0.403, -0.105], [-0.177, -0.104, 0.242], [0.155, 0.126, -0.150], [-0.091, -0.176, 0.188], [-0.485, -0.073, -0.193], [-0.212, -0.802, 2.392], [-0.180, -0.221, 0.436], [0.012, -0.164, -0.062], [-0.051, 0.090, 0.049], [-0.081, -0.035, 0.021], [0.046, -0.007, -0.039], [-0.008, -0.155, 0.213], [0.068, -0.088, -0.059], [-0.026, 0.047, -0.218], [-0.013, 0.273, -0.064], [0.029, 0.016, 0.060], [0.158, -0.128, 0.044], [-0.120, 0.019, 0.119], [0.005, 0.029, 0.026], [0.046, -0.001, -0.082], [-0.297, -0.346, 0.589], [0.001, 0.073, -0.051], [-0.159, 0.272, 0.123], [0.238, -0.071, -0.240], [0.194, -0.106, -0.364], [-0.187, 0.426, 0.202], [-0.031, 0.048, 0.064], [-0.086, -0.152, -0.015], [0.124, -0.089, 0.063], [-0.022, -0.058, 0.012], [0.080, -0.201, 0.058], [-0.010, -0.224, 0.030], [-0.007, 0.085, -0.042], [0.767, -0.545, -3.426], [0.234, 1.982, 0.123]],
  "mol_weight_da": 980.1,
  "max_force_ha_per_bohr": 0.1329,
  "e_homo_ev": -9.888,
  "total_charge": 1
}

No. 2
{
  "formula": "C8H14NO2",
  "method": "ωB97M-V with the def2-TZVPD basis set",
  "symbols": ["C", "C", "C", "C", "C", "C", "C", "C", "N", "O", "O", "H", "H", "H", "H", "H", "H", "H", "H", "H", "H", "H", "H", "H", "H"],
  "positions_angstrom": [[-1.42086, -1.43761, -0.73953], [0.39350, 1.13924, 0.53299], [-0.84866, -1.06691, 0.60284], [0.18592, -0.23543, -0.17320], [-0.55785, -0.47809, -1.47093], [0.98421, 0.96124, 2.02272], [-0.91132, 1.79539, 0.83677], [1.58127, -0.89456, -0.53271], [-0.44077, 0.01416, -2.64747], [-0.33492, -2.16739, 1.25969], [1.93973, 1.62843, 2.31549], [-1.18509, -2.53558, -1.01606], [-2.54180, -1.37458, -0.90775], [1.18464, 1.67723, -0.00941], [-1.46266, -0.37379, 1.23927], [-0.98604, 2.95876, 0.64811], [-1.27192, 1.81326, 1.95363], [-1.70320, 1.28968, 0.18016], [2.42834, -0.20903, -0.74268], [1.54395, -1.51905, -1.34756], [1.83616, -1.52881, 0.35299], [0.24860, 0.67359, -2.83672], [-0.86069, -0.51420, -3.38250], [-0.12894, -1.90136, 2.20840], [2.32839, 2.28541, 1.65348]],
  "atomic_forces_ev_per_a": [[-2.595, -2.897, -1.889], [1.936, -0.408, 0.951], [0.555, 0.220, 0.091], [2.409, 1.854, 0.017], [-0.254, 1.223, 2.569], [-4.592, -4.354, -2.302], [-3.058, 3.074, 0.026], [0.244, 0.613, 3.325], [-1.147, -2.018, 0.817], [0.157, 0.167, 2.227], [4.237, 3.784, 0.774], [-0.165, 1.534, 0.453], [1.215, 0.168, 0.014], [-0.504, 0.602, -0.287], [0.388, -1.133, -0.612], [0.489, -2.313, -0.144], [0.858, -0.785, -1.961], [0.632, 1.197, 1.157], [-0.850, 0.131, 0.356], [-0.289, -1.710, -1.891], [0.042, 0.498, -0.740], [1.313, 1.404, -0.565], [-0.414, 0.187, -0.930], [-0.298, -0.486, -1.665], [-0.309, -0.553, 0.210]],
  "mol_weight_da": 156.2,
  "max_force_ha_per_bohr": 0.1309,
  "e_above_lowest_kcal_mol": 109.9,
  "e_homo_ev": -11.624,
  "total_charge": 1
}